Computed, not measured: a structure of composition C33H43INO2PSTi, with wB97M-V/def2-TZVPD.

Structure (XYZ):
```
83
Properties=species:S:1:pos:R:3:mulliken_charge:R:1
Ti -1.40 0.04 -0.61 -0.8920
I -1.03 2.54 -2.10 0.1462
C -2.84 3.23 -1.32 0.6657
C -3.28 4.43 -1.79 -0.8588
C -4.50 4.95 -1.31 -0.5738
C -5.22 4.24 -0.41 -0.9614
C -4.76 2.98 0.07 1.0046
C -5.55 2.26 1.01 -0.8078
C -5.11 1.07 1.48 -1.2640
C -3.87 0.55 1.05 -0.3502
C -3.05 1.17 0.14 0.7021
C -3.53 2.44 -0.37 0.3547
H -2.71 4.99 -2.52 0.3988
H -4.85 5.91 -1.68 0.3953
H -6.16 4.62 -0.03 0.3854
H -6.49 2.68 1.33 0.3873
H -5.70 0.51 2.20 0.4284
H -3.56 -0.40 1.48 0.3645
O -2.41 -0.76 -2.04 -0.2530
N -3.28 -1.76 -1.83 0.4725
C -4.27 -1.89 -2.74 -0.3148
C -5.16 -2.92 -2.62 -0.7737
C -5.01 -3.80 -1.55 -0.2535
C -4.00 -3.63 -0.64 -0.8871
C -3.09 -2.56 -0.77 0.8260
S -1.81 -2.22 0.33 -0.5219
H -4.27 -1.14 -3.51 0.5218
H -5.95 -3.02 -3.34 0.4446
H -5.70 -4.63 -1.43 0.4007
H -3.87 -4.30 0.21 0.4813
O 0.27 0.41 0.36 0.3123
P 1.61 -0.37 0.52 0.4985
C 2.95 0.82 0.41 0.2725
C 3.07 1.35 -1.04 -0.7314
C 3.83 2.67 -1.06 -1.1671
C 3.03 3.78 -0.36 -0.7288
C 2.12 3.20 0.73 -0.3155
C 2.78 2.00 1.40 -0.2844
C 1.58 -1.39 2.03 0.3589
C 2.98 -1.79 2.54 -1.2142
C 3.56 -0.82 3.57 -0.4407
C 2.59 -0.63 4.73 -0.9555
C 1.25 -0.09 4.26 -0.6445
C 0.63 -0.97 3.18 -0.7369
C 1.70 -1.58 -0.83 0.0790
C 1.11 -1.12 -2.17 0.2890
C 0.77 -2.35 -3.01 -0.6805
C 1.84 -3.45 -2.87 -0.7907
C 3.18 -2.86 -2.45 -0.9713
C 3.09 -2.23 -1.05 -0.9231
H 3.86 0.25 0.65 0.9252
H 2.07 1.51 -1.47 0.0624
H 3.57 0.61 -1.67 0.4177
H 4.06 2.95 -2.09 0.4554
H 4.80 2.53 -0.57 0.3486
H 2.42 4.32 -1.09 0.3428
H 3.71 4.51 0.07 0.3290
H 1.16 2.89 0.32 -0.3579
H 1.90 3.96 1.48 0.6157
H 2.23 1.70 2.28 -0.5600
H 3.78 2.28 1.76 0.6299
H 1.12 -2.29 1.60 0.6973
H 3.68 -1.94 1.71 0.2307
H 2.87 -2.77 3.01 0.6208
H 3.77 0.15 3.11 0.0602
H 4.52 -1.21 3.92 0.4503
H 3.02 0.03 5.49 0.4207
H 2.43 -1.60 5.22 0.3751
H 1.37 0.94 3.90 0.1616
H 0.55 -0.02 5.09 0.4703
H -0.27 -0.51 2.77 0.0334
H 0.32 -1.90 3.64 0.6147
H 1.02 -2.37 -0.48 0.3837
H 1.82 -0.47 -2.69 0.5772
H 0.21 -0.49 -2.07 -1.0231
H 0.66 -2.06 -4.06 0.5155
H -0.21 -2.73 -2.70 -0.0652
H 1.94 -4.00 -3.80 0.4993
H 1.52 -4.19 -2.12 0.3167
H 3.49 -2.11 -3.17 0.3396
H 3.96 -3.63 -2.44 0.5182
H 3.89 -1.51 -0.92 0.2495
H 3.24 -3.00 -0.29 0.4512
```

HOMO level (alpha / beta)   -10.34 / -10.35 eV
Orbital gap (alpha / beta)   0.292 / 0.291 hartree
Multiplicity   2
Charge   +1
DFT total energy   -3375.1348 Ha